# C18H27ClNO6PPdSi

C18H27ClNO6PPdSi as an isolated structure (wB97M-V/def2-TZVPD, the Open Molecules 2025 dataset).

Last column: Löwdin charge in e.
Positions of all 56 atoms, in Å:
Pd -0.4995 0.7118 0.6765  0.7833
C -4.8316 0.3889 -0.8579  -0.1643
Si -3.6520 0.9426 0.4875  0.4362
C -2.8934 2.5616 -0.0401  -0.1963
C -4.4867 1.1824 2.1435  -0.1599
N -2.3299 -0.2403 0.6508  -0.0764
C -2.4818 -1.5492 0.8902  -0.2574
C -3.7359 -2.1412 1.2141  -0.0267
C -3.8609 -3.4742 1.5002  -0.0759
C -2.7313 -4.3008 1.4588  -0.0562
C -1.4930 -3.7857 1.1271  0.0058
C -1.3537 -2.4351 0.8374  -0.1816
O -0.1906 -1.8869 0.4453  -0.0115
C 0.9802 -2.6434 0.5006  -0.2735
C 1.6100 -2.8294 1.7183  -0.0125
C 2.8027 -3.5343 1.7435  -0.0583
C 3.3476 -4.0342 0.5677  -0.0871
C 2.7013 -3.8270 -0.6416  -0.0779
C 1.5037 -3.1254 -0.6822  -0.0007
H -5.5911 1.1597 -1.0103  0.0347
H -5.3434 -0.5504 -0.6490  0.0217
H -4.2882 0.2686 -1.7980  0.0378
H -3.6951 3.2675 -0.2769  0.0382
H -2.2643 2.4481 -0.9243  0.0197
H -2.2833 2.9996 0.7537  0.0224
H -5.1538 2.0465 2.1019  0.0353
H -3.7307 1.3800 2.9069  0.0412
H -5.0685 0.3199 2.4691  0.0229
H -4.6065 -1.5033 1.2628  0.0790
H -4.8268 -3.8829 1.7638  0.1066
H -2.8210 -5.3561 1.6802  0.1092
H -0.6280 -4.4319 1.0814  0.1223
H 1.1818 -2.3942 2.6116  0.1213
H 3.3157 -3.6764 2.6855  0.1103
H 4.2841 -4.5758 0.5944  0.1012
H 3.1293 -4.2084 -1.5596  0.1029
H 0.9818 -2.9443 -1.6127  0.1238
O 1.9592 0.5404 4.3157  -0.3048
Cl 1.4213 0.7103 3.0093  0.6444
O 1.1839 2.1068 2.7199  -0.3846
O 2.3016 0.1721 2.0057  -0.3606
O 0.1291 0.0151 2.9169  -0.4134
C 1.7446 4.0770 -2.1786  -0.1767
P 1.4795 3.1924 -0.6308  0.5482
C 1.0111 4.4318 0.5885  -0.1622
C 3.0825 2.5637 -0.1342  -0.1615
O 0.4411 2.1225 -0.8232  -0.4449
H 2.5234 4.8325 -2.0735  0.0540
H 0.8130 4.5558 -2.4805  0.0559
H 2.0354 3.3601 -2.9463  0.0558
H 1.2211 4.0565 1.5889  0.0315
H -0.0619 4.6071 0.5010  0.0530
H 1.5426 5.3677 0.4152  0.0559
H 3.7880 3.3875 -0.0156  0.0630
H 3.4442 1.8805 -0.9037  0.0642
H 2.9862 2.0125 0.8019  0.0234

Calculated values
HOMO-LUMO gap (spin up / spin down) (eV): 8.64 / 6.61
F_max (hartree/bohr): 0.0056
LUMO energy (spin up / spin down) (eV): 0.593 / -1.770
Electronic energy (eV): -66042.359
Expectation value of S²: 2.04
Multiplicity: 3
Total charge: 0
ΔE to the lowest compared entry with this formula, charge and spin (kcal/mol): 0.0

=====

# C33H35GeN7OS2SeTi

C33H35GeN7OS2SeTi as an isolated structure (wB97M-V/def2-TZVPD, the Open Molecules 2025 dataset).

Last column: Löwdin charge in e.
Positions of all 81 atoms, in Å:
Ti -0.3751 1.7286 -0.5340  0.4778
N 5.2938 2.0339 3.5919  0.1029
C 4.4184 3.0929 3.4174  -0.5412
O 4.4011 4.0899 4.1666  -0.0550
C 3.4734 2.8920 2.3208  -0.2235
C 3.0978 1.5942 1.9472  -0.0704
C 2.0976 1.4732 1.0408  -0.2219
N 1.4927 2.4676 0.3446  -0.1004
C 2.0322 3.6894 0.6045  -0.1745
C 2.9192 3.9433 1.6241  -0.0577
H 6.0269 2.1624 4.2877  0.0810
H 5.4955 1.3190 2.9014  0.0748
H 3.5171 0.6628 2.3319  0.0952
H 1.8062 0.4744 0.7856  0.0681
H 1.7412 4.5097 -0.0517  0.0647
H 3.2055 4.9667 1.8269  0.0985
C -2.7716 3.6200 0.8455  -0.1346
N -1.5433 3.3515 0.1092  -0.1803
C -1.1488 4.2122 -0.8450  -0.8711
N -1.6124 5.5588 -0.8059  0.0514
S -0.0163 3.6781 -2.0278  0.5608
H -2.9623 2.8046 1.5445  0.0610
H -3.6331 3.7027 0.1542  0.0788
H -2.7051 4.5570 1.4933  0.0755
H -0.7728 1.0902 1.9642  -0.0319
H -1.5996 5.9077 0.1525  0.0732
H -1.1765 6.1874 -1.4629  0.0542
C 1.3644 -2.4214 -4.3296  -0.0494
N 1.4881 -1.1989 -5.0910  -0.1437
C 1.0139 -1.1764 -6.4053  -0.0935
C 0.8128 0.0849 -6.7744  -0.0924
N 1.3141 0.9404 -5.7562  -0.1159
C 0.6866 2.2721 -5.7322  -0.0356
C 1.5298 0.1182 -4.6591  -0.7834
Se 2.1362 0.6144 -3.0663  0.6714
H 0.6212 -3.0800 -4.7702  0.0825
H 1.0740 -2.1472 -3.3081  0.0732
H 2.3430 -2.9349 -4.3296  0.0933
H 0.8901 -2.0790 -7.0114  0.1174
H 0.4686 0.5377 -7.6915  0.1065
H -0.1756 2.2431 -6.4542  0.0946
H 1.4077 3.0491 -6.0650  0.0924
H 0.2955 2.5088 -4.7562  0.0370
C -0.7437 0.5914 0.9820  -0.4465
Ge -0.9746 -1.2575 1.1466  0.8647
C -2.9319 -1.4849 1.2112  -0.2687
C -3.5428 -1.6117 2.4672  -0.1097
C -4.9186 -1.5739 2.5476  -0.1269
C -5.6980 -1.4566 1.4086  -0.1300
C -5.0750 -1.3301 0.1876  -0.1206
C -3.7027 -1.3788 0.0503  -0.1182
C -0.2755 -2.9309 0.3708  -0.2600
C -1.1606 -3.9153 -0.0792  -0.1095
C -0.7408 -5.1680 -0.5415  -0.0921
C 0.6339 -5.3972 -0.5259  -0.1459
C 1.5156 -4.5108 -0.0085  -0.1335
C 1.0991 -3.2810 0.4672  -0.0924
C -0.1117 -1.6757 2.8862  -0.2952
C 0.7015 -0.7173 3.4339  -0.1049
C 1.2701 -0.9523 4.7027  -0.0955
C 1.3166 -2.2342 5.2229  -0.1238
C 0.5478 -3.2306 4.5770  -0.1164
C -0.1331 -2.9345 3.4162  -0.1509
H -2.9320 -1.6689 3.3681  0.0932
H -5.3555 -1.6901 3.5376  0.0883
H -6.7617 -1.2822 1.4897  0.0835
H -5.6148 -1.1507 -0.7478  0.0987
H -3.2374 -1.1747 -0.9362  0.1036
H -2.2351 -3.6644 -0.1574  0.0923
H -1.3942 -5.9430 -0.8248  0.0732
H 1.0539 -6.3215 -0.9337  0.0907
H 2.5856 -4.6893 -0.0014  0.0958
H 1.8227 -2.6136 0.9458  0.1115
H 0.7214 0.2589 2.9518  0.0622
H 1.8357 -0.0988 5.1490  0.1083
H 1.8720 -2.4419 6.1539  0.0883
H 0.4316 -4.2332 5.0353  0.0922
H -0.5407 -3.7906 2.8770  0.1027
S -3.6008 1.8520 -3.0756  0.4974
C -2.3608 1.2800 -2.2854  -1.0437
N -1.3375 0.7203 -1.9961  -0.0720

Calculated values
HOMO-LUMO gap (spin up / spin down) (eV): 3.25 / 4.56
F_max (hartree/bohr): 0.0785
LUMO energy (spin up / spin down) (eV): 4.013 / 4.009
Electronic energy (eV): -213913.833
Expectation value of S²: 2.02
Multiplicity: 3
Total charge: -2
ΔE to the lowest compared entry with this formula, charge and spin (kcal/mol): 0.0

=====

# C3H7NO2

C3H7NO2 in the gas phase (wB97M-V/def2-TZVPD, the Open Molecules 2025 dataset).

Last column: Löwdin charge in e.
Positions of all 13 atoms, in Å:
C -3.2317 -0.1541 0.0199  0.0499
N -1.9097 0.1908 -0.2658  -0.0648
O -0.9925 -0.8527 -0.2046  -0.1179
C 0.2344 -0.0605 0.1844  -0.1939
O 1.4266 -0.8219 -0.0189  -0.1413
C 2.5964 0.0381 -0.0877  -0.0713
H -3.2633 -1.1572 0.3036  0.0324
H -4.0811 0.5566 0.0569  0.0725
H 0.1426 0.4100 1.1128  0.1048
H 0.4296 0.8007 -0.5016  0.1140
H 2.4444 0.9249 -0.8518  0.1264
H 2.7666 0.6629 0.6202  0.0070
H 3.4376 -0.5375 -0.3675  0.0822

Calculated values
HOMO-LUMO gap (eV): 10.55
F_max (hartree/bohr): 0.1380
LUMO energy (eV): 0.907
Electronic energy (eV): -8804.619
Multiplicity: 1
Total charge: 0
ΔE to the lowest compared entry with this formula, charge and spin (kcal/mol): 136.3

=====

# C9H11NO3

C9H11NO3 in the gas phase (wB97M-V/def2-TZVPD, the Open Molecules 2025 dataset).

Last column: Löwdin charge in e.
Positions of all 24 atoms, in Å:
C -0.1141 -4.0146 0.8987  -0.0889
O -0.0387 -2.6089 0.7075  -0.0159
C 1.0112 -2.1842 0.0355  -0.6047
O 1.8033 -2.9498 -0.4509  0.1020
N 1.1762 -0.8117 0.0016  0.1861
C 0.7523 0.1315 -0.7198  -0.1058
C 1.1709 1.5967 -0.6889  -0.3711
O 0.8614 2.1693 -1.8832  -0.0383
C 0.4805 2.3270 0.5434  -0.1059
C -0.8798 1.8964 0.9353  -0.2939
C -1.9272 2.4519 -0.0004  0.0684
C -1.8221 1.4694 -1.0037  -0.0258
C -1.4657 0.6687 0.1908  -0.0156
H -0.9237 -4.2435 1.5725  0.0666
H 0.7946 -4.5800 1.4224  0.1355
H -0.3434 -4.6785 -0.0214  0.1179
H 0.0374 -0.0659 -1.6347  0.1649
H 2.3261 1.6540 -0.5826  0.1747
H 0.7321 3.1527 -1.7306  0.1380
H 0.5286 3.3210 0.1608  0.1010
H 1.1476 2.2237 1.3903  0.1178
H -1.0107 1.9372 2.0396  0.1446
H -2.3650 1.2257 -1.8392  0.0733
H -1.9317 -0.0881 0.6572  0.0751

Calculated values
HOMO-LUMO gap (spin up / spin down) (eV): 8.67 / 8.67
F_max (hartree/bohr): 0.1334
LUMO energy (spin up / spin down) (eV): 0.124 / 0.124
Electronic energy (eV): -17137.168
Multiplicity: 1
Total charge: 0
ΔE to the lowest compared entry with this formula, charge and spin (kcal/mol): 175.1

=====

# C4H9NO

A 2-piece molecular cluster, C4H9NO overall (wB97M-V/def2-TZVPD, the Open Molecules 2025 dataset).

Last column: Löwdin charge in e.
Positions of all 15 atoms, in Å:
C -2.3875 -0.6106 -0.5422  0.0043
C -1.3494 -0.2230 -1.2686  -0.2982
O -0.8569 1.0576 -1.1800  -0.0734
H -2.5014 -1.6016 -0.1139  0.0478
H -3.0823 0.0962 -0.1015  0.0543
H -0.7864 -0.8521 -1.9503  0.0974
H -0.2496 1.0898 -0.4169  0.0494
C 1.8402 -0.8154 0.0814  -0.0605
N 1.2085 0.1644 0.5412  -0.0837
C 1.3327 0.4027 1.9781  -0.1215
H 1.8578 -1.0449 -0.9843  0.0717
H 2.5881 -1.4558 0.5677  0.0835
H 1.0627 -0.4398 2.6183  0.0810
H 2.3973 0.4545 2.2571  0.0773
H 0.8903 1.3579 2.2361  0.0705

Calculated values
HOMO-LUMO gap (eV): 9.75
F_max (hartree/bohr): 0.0325
LUMO energy (eV): 0.867
Electronic energy (eV): -7828.899
Multiplicity: 1
Total charge: 0
ΔE to the lowest compared entry with this formula, charge and spin (kcal/mol): 78.9

=====

# C17H25N3O5S

C17H25N3O5S in the gas phase (wB97M-V/def2-TZVPD, the Open Molecules 2025 dataset).

Last column: Löwdin charge in e.
Positions of all 51 atoms, in Å:
C -0.4763 4.2192 -1.0209  -0.0280
C -0.7895 3.2502 -2.1502  -0.1251
O -0.1014 1.9310 -1.9593  0.0252
C -0.6179 1.0469 -1.3253  -0.3036
C -1.9214 1.2480 -0.7528  0.0363
C -2.1711 0.1196 0.0331  -0.2190
C -3.4413 0.3751 0.9585  -0.2140
N -3.0548 0.7327 2.2716  -0.1794
S -1.6620 0.2650 3.0895  0.8096
O -1.7960 0.8715 4.4598  -0.3096
O -1.9212 -1.3356 3.0333  -0.3941
C -0.3866 0.7155 2.1980  -0.5957
C 0.8572 -0.0080 2.1163  0.0843
N 1.6693 0.9828 1.3582  -0.0176
C 3.2027 0.5916 1.0146  0.1177
C 1.0393 2.0941 1.2362  -0.0636
N -0.1378 1.8055 1.8978  0.0874
C -1.3744 -1.0175 0.0504  -0.0974
C -0.4115 -1.3356 -0.6669  -0.3261
O 0.5310 -2.3359 -0.5907  -0.0991
C -0.1268 -3.6978 0.0900  -0.1144
C 0.2638 -3.6511 1.5748  -0.1038
C 0.1313 -0.2342 -1.3840  -0.1612
O 1.3811 -0.1393 -1.8780  -0.0678
C 1.7408 -1.3645 -2.8830  -0.1483
C 2.8832 -2.1254 -2.6503  -0.0714
H 0.4385 4.3785 -1.0438  -0.0022
H -0.9991 5.0112 -1.3385  0.0557
H -0.8540 3.6752 -0.1567  0.0833
H -1.7902 3.1572 -2.3938  0.0877
H -0.3309 3.8207 -3.0887  0.1644
H -2.4267 2.1105 -0.5335  0.0828
H -4.1879 0.8974 0.4664  0.0851
H -3.7739 -0.8685 1.2032  0.1799
H -2.7326 1.9024 2.0099  0.2086
H 1.3981 -1.0092 2.3548  0.1464
H 3.4606 -0.3015 1.4565  0.0626
H 3.7872 1.3065 0.8949  -0.0042
H 2.9437 0.3488 -0.0363  0.0902
H 1.2943 2.8456 0.7304  0.0624
H -1.9868 -2.0004 0.7166  0.1934
H 0.7583 -4.3937 -0.3981  0.1396
H -1.2519 -3.9842 -0.3476  0.1760
H -0.5091 -2.9023 1.9403  0.0637
H 0.0533 -4.6784 1.8987  0.0804
H 1.2562 -3.5701 1.8316  0.0397
H 1.9697 -0.5801 -3.8370  0.1893
H 0.7952 -1.6477 -2.9977  0.0642
H 2.9669 -2.5658 -3.4079  -0.0326
H 2.7539 -2.5946 -1.5442  0.1543
H 3.6572 -1.3614 -2.4997  0.1081

Calculated values
HOMO-LUMO gap (eV): 7.59
F_max (hartree/bohr): 0.3563
LUMO energy (eV): 0.529
Electronic energy (eV): -43558.926
Multiplicity: 1
Total charge: 0
ΔE to the lowest compared entry with this formula, charge and spin (kcal/mol): 452.3

=====

Question: F_max of number 6 (C17H25N3O5S)?
Answer: 0.3563 hartree/bohr